DFT (the ωB97M-V functional and the def2-TZVPD basis) results for C20H16N8O2 in the gas phase.

Cartesian coordinates (Å):
O1 0.119 3.191 2.577
O2 1.822 0.984 6.546
N1 -1.070 -0.536 -2.398
N2 0.865 1.167 1.703
N3 1.010 -2.442 0.007
N4 -3.170 -0.381 -6.153
N5 -2.793 -1.586 -6.666
N6 0.257 -3.002 -1.974
N7 0.731 0.218 0.712
N8 6.012 -1.265 3.156
C1 -0.216 0.340 -0.220
C2 1.674 0.807 2.801
C3 -0.444 -2.734 -3.100
C4 -1.976 -2.115 -5.768
C5 -4.144 0.504 -6.793
C6 -0.922 2.509 0.681
C7 3.735 -0.150 3.665
C8 1.287 1.028 4.127
C9 -1.084 1.557 -0.261
C10 -1.884 -1.276 -4.612
C11 -1.120 -1.524 -3.347
C12 3.407 0.155 4.990
C13 2.894 0.151 2.576
C14 0.349 -2.004 -1.091
C15 -0.337 -0.738 -1.254
C16 2.158 0.775 5.228
C17 0.075 2.346 1.700
C18 -2.586 -0.166 -4.914
C19 4.972 -0.773 3.376
C20 0.572 1.696 6.798
H1 -0.295 1.164 6.404
H2 0.571 2.729 6.363
H3 4.105 -0.006 5.825
H4 -4.953 0.634 -6.095
H5 1.279 -1.751 0.700
H6 -1.571 3.388 0.757
H7 -1.455 -3.067 -5.865
H8 -0.515 -3.584 -3.761
H9 3.300 -0.003 1.560
H10 0.401 1.765 7.869
H11 -4.520 0.088 -7.724
H12 -1.854 1.612 -1.029
H13 0.307 1.449 4.278
H14 1.564 -3.310 -0.110
H15 -3.733 1.502 -7.005
H16 -2.824 0.657 -4.260

Atomic forces in eV per Å
0.8122 -0.2270 0.4367
-0.8811 0.6815 -0.6506
0.9695 -0.9407 0.7470
-1.7869 0.4617 -1.4999
1.0166 0.3418 0.9088
0.8445 -0.1758 0.7661
0.1198 0.6249 0.0547
-1.3263 1.2301 -2.3542
-1.3782 0.0702 -0.7044
-2.4038 1.0687 0.4524
0.7186 1.2390 0.7894
1.6653 -0.9790 0.8825
0.2478 -0.1318 1.1957
-0.2320 0.4029 0.9214
0.4803 0.1021 0.0977
-0.4272 -1.0992 -1.5517
-1.1595 0.4056 0.0763
0.2956 0.2877 0.5930
0.4595 -0.9498 0.0868
1.5863 -1.0824 0.6681
0.2810 0.7159 0.8390
-0.6463 0.6994 0.1091
0.3205 0.5979 -0.3408
-0.4278 -0.6051 0.4191
0.0078 -0.8013 -1.2702
-0.3122 -0.6672 -0.6213
-0.0377 0.3436 1.3365
-1.6427 0.2103 -0.9714
3.2731 -1.4085 -0.5090
0.2675 0.4275 -0.5370
0.1546 -0.1943 -0.2306
0.2501 -0.8828 0.2733
-0.4356 -0.0845 -0.5302
-0.5144 0.0565 0.0962
0.0874 -0.3725 -0.2127
0.4653 -0.3346 -0.0210
-0.4959 0.2811 -0.4547
-0.0433 0.1005 -0.3523
-0.5389 -0.0191 0.6647
0.5527 -0.0868 0.0288
0.1783 -0.2736 0.1303
0.2231 -0.0618 0.1649
0.0511 0.1485 0.2001
-0.7990 1.1214 0.1203
0.1571 -0.4363 0.0784
0.0031 0.1951 -0.3253

Summary:
SMILES: COc1cc(C#N)cc(-n2nc(-c3nc(-c4cnn(C)c4)cnc3N)ccc2=O)c1
E_HOMO, eV: -8.0
Frontier orbital gap, eV: 7.26
Charge: 0

---

DFT (the ωB97M-V functional and the def2-TZVPD basis) results for a molecular structure, C20H17AuN3O2S3.

Cartesian coordinates (Å):
Au1 0.729 -1.657 -1.292
S1 0.666 3.437 -1.700
S2 2.875 1.512 -1.391
S3 2.883 -2.374 -1.039
O1 -2.968 2.683 -1.750
O2 -1.309 -1.207 -1.878
N1 0.374 0.762 -1.631
N2 -0.870 1.077 -1.799
N3 0.805 -1.842 1.193
C1 4.784 -2.121 2.451
C2 -0.162 -1.671 2.069
C3 1.387 -1.635 3.898
C4 -5.076 1.709 -1.740
C5 2.089 -1.934 1.610
C6 3.144 -2.158 0.648
C7 4.460 -2.244 1.097
C8 -5.384 -0.685 -1.881
C9 -3.147 0.249 -1.864
C10 1.197 1.801 -1.585
C11 2.435 -1.831 2.970
C12 -4.027 -0.855 -1.916
C13 2.281 4.130 -1.259
C14 3.791 -1.920 3.373
C15 0.104 -1.559 3.457
C16 -5.904 0.612 -1.785
C17 -3.691 1.551 -1.786
C18 3.342 3.208 -1.822
C19 -1.723 -0.039 -1.853
C20 -1.570 -1.564 1.561
H1 5.817 -2.190 2.765
H2 -6.043 -1.540 -1.931
H3 -3.599 -1.844 -1.991
H4 -1.832 -0.511 1.409
H5 4.028 -1.827 4.427
H6 -2.275 -1.972 2.284
H7 2.342 5.127 -1.693
H8 1.620 -1.557 4.955
H9 4.324 3.400 -1.395
H10 -1.685 -2.081 0.608
H11 -2.025 2.451 -1.805
H12 3.398 3.271 -2.907
H13 -6.976 0.758 -1.746
H14 -0.719 -1.420 4.146
H15 5.243 -2.417 0.369
H16 -5.468 2.715 -1.675
H17 2.337 4.203 -0.174

Atomic forces in eV per Å
0.5992 -0.1602 -0.3047
-0.0555 -0.0779 -0.0462
-0.0147 -0.1336 0.0056
-0.2606 0.0441 0.2499
-0.2078 -0.0922 0.0055
0.0961 0.1164 0.0454
0.1511 0.1398 0.0072
-0.3339 -0.0866 -0.0396
0.0553 0.0013 0.2453
0.0343 -0.0071 -0.0867
-0.0049 0.0593 0.0883
0.1039 -0.0125 0.0735
-0.1665 -0.0045 -0.0062
-0.0414 -0.0338 -0.0726
-0.0266 -0.0422 -0.1398
0.0537 -0.0283 0.0679
-0.0786 0.0259 -0.0011
-0.0119 0.0847 0.0079
-0.0036 0.0309 0.0300
0.0263 0.0095 0.0106
0.0853 0.0378 -0.0090
0.0419 0.0262 -0.0401
-0.0523 0.0016 0.0586
-0.1597 -0.0208 -0.0787
-0.0199 0.0020 0.0019
0.1850 0.1125 -0.0292
0.0718 0.0345 0.0387
-0.2818 -0.0732 -0.0088
0.0258 0.0428 -0.0036
-0.0114 -0.0035 -0.0129
-0.0044 0.0236 0.0143
0.0231 0.0087 0.0068
0.0246 -0.0502 0.0097
-0.0174 -0.0100 -0.0473
0.0022 0.0002 -0.0229
0.0134 -0.0079 0.0054
-0.0081 0.0070 -0.0559
-0.0049 0.0314 0.0023
0.0379 0.0063 0.0414
0.0565 -0.0171 0.0191
0.0219 0.0368 -0.0196
0.0123 0.0020 -0.0132
0.0269 -0.0045 -0.0295
-0.0145 0.0036 0.0126
0.0080 -0.0354 -0.0015
0.0237 0.0122 0.0210

Summary:
⟨S²⟩: 2.040
2S+1: 3
E_HOMO (spin up / spin down), eV: -11.1 / -11.0
Frontier orbital gap (spin up / spin down), eV: 8.04 / 5.55
Charge: +1

---

DFT (the ωB97M-V functional and the def2-TZVPD basis) results for C20H17BN2O7S in the gas phase.

Cartesian coordinates (Å):
S1 2.349 -1.334 -0.596
O1 0.252 -7.013 -3.254
O2 -2.644 3.239 -0.152
O3 2.677 -1.111 0.859
O4 -2.813 6.482 6.498
O5 2.033 -7.137 -4.914
O6 -4.536 7.099 5.169
O7 3.440 -0.927 -1.568
N1 1.463 -2.800 -0.663
N2 -0.878 2.307 0.870
C1 -0.832 0.461 -2.362
C2 2.243 -3.712 -1.379
C3 0.505 0.527 0.044
C4 4.357 -4.473 -2.317
C5 -3.553 5.747 2.925
C6 3.648 -5.480 -2.946
C7 -1.922 3.172 0.840
C8 0.892 -0.344 -0.924
C9 0.227 -0.397 -2.119
C10 -3.515 6.451 5.334
C11 -1.244 1.343 -1.404
C12 -3.142 4.977 1.858
C13 2.277 -5.601 -2.876
C14 -2.017 4.617 4.382
C15 -0.550 1.415 -0.196
C16 3.627 -3.564 -1.582
C17 -2.153 4.049 2.028
C18 1.573 -4.773 -2.035
C19 -3.045 5.569 4.230
C20 -1.575 3.890 3.298
B1 1.497 -6.681 -3.727
H1 -0.786 3.163 3.443
H2 4.151 -2.830 -0.984
H3 -1.396 0.455 -3.284
H4 -0.217 2.336 1.640
H5 -4.222 6.597 2.782
H6 -1.620 4.496 5.383
H7 5.433 -4.417 -2.327
H8 -3.532 5.069 0.861
H9 -0.161 -7.744 -3.724
H10 -2.062 2.036 -1.520
H11 4.177 -6.253 -3.486
H12 -3.324 7.090 7.035
H13 1.327 -3.027 0.299
H14 0.547 -1.101 -2.853
H15 1.469 -7.646 -5.538
H16 0.514 -4.850 -2.016
H17 1.059 0.625 0.968

Atomic forces in eV per Å
1.0186 4.2486 2.2904
0.0366 -0.3746 -0.1657
-0.0636 0.4678 1.0724
-0.5632 -0.9636 -3.1707
-0.0889 -0.4994 -1.2826
-0.4359 -0.3407 -0.2488
1.0489 -0.2530 0.6858
-3.5630 -1.6690 2.0525
1.9690 1.4255 -0.8025
0.4768 -0.4042 -0.2490
0.0264 -0.5674 -0.2626
0.3900 -2.8887 -2.0848
-0.2246 1.4069 0.7371
-0.7481 -0.3350 0.0586
-0.3186 1.1827 1.0436
1.1090 -0.4957 -0.5590
0.1050 -0.0181 -1.0215
0.9210 0.1835 0.0974
-0.2328 -0.1152 -0.8582
-1.4607 0.3705 -0.6121
-0.0837 1.0362 1.0108
-0.1672 0.5283 0.2102
-0.2937 -1.0602 -0.2713
-0.7120 0.8038 0.5309
0.0410 -0.3873 0.5815
-0.3474 -0.3240 1.5789
0.1992 -0.7281 0.8561
0.9139 1.6298 0.1097
1.2623 -0.7096 -1.0836
0.1406 -0.4490 -0.5209
-0.0099 0.3967 -0.1244
-0.0063 -0.0420 0.1172
0.1639 -0.2318 -0.2947
0.2168 -0.2566 -0.1769
-0.3619 -0.0273 -0.2900
-0.1155 -0.4690 -0.0323
0.2493 -0.2142 -0.1806
0.0772 0.0003 -0.1698
-0.3472 0.2592 -0.1062
-0.1203 0.1144 -0.0040
0.0811 -0.3222 -0.4179
0.1913 0.1286 -0.2782
-0.1585 0.3402 0.5236
-0.1286 -0.2908 0.9067
0.1133 -0.3382 -0.5313
0.5018 0.4865 0.9079
-0.7901 0.0229 0.3697
0.0886 -0.2574 0.0588

Summary:
SMILES: O=C(O)c1ccc(C(=O)Nc2cccc(S(=O)(=O)Nc3cccc(B(O)O)c3)c2)cc1
E_HOMO, eV: -8.8
Frontier orbital gap, eV: 8.36
Charge: 0

---

DFT (the ωB97M-V functional and the def2-TZVPD basis) results for a molecular structure, C20H17Br2CaN2O7S2.

Cartesian coordinates (Å):
Br1 -0.496 -3.144 -3.561
Br2 5.105 -3.366 -3.692
Ca1 0.236 0.130 0.436
S1 -2.904 1.315 -0.355
S2 -5.585 1.568 1.017
O1 0.723 2.028 -1.004
O2 -1.619 2.767 3.134
O3 0.218 -2.653 1.136
O4 -4.422 3.472 -0.231
O5 -1.561 -4.013 1.231
O6 -0.002 -1.091 -1.369
O7 -0.059 1.868 1.775
N1 -1.262 -0.578 2.038
N2 2.471 -0.480 -0.101
C1 -1.858 -1.766 1.951
C2 2.417 -1.275 -1.225
C3 0.033 2.344 -2.219
C4 -1.142 1.864 2.479
C5 2.322 -3.044 -3.378
C6 3.559 0.715 1.673
C7 4.830 -1.376 -1.199
C8 -0.949 -2.832 1.394
C9 -3.190 0.369 3.012
C10 3.614 -0.141 0.439
C11 1.087 -1.605 -1.799
C12 -3.824 -0.852 2.913
C13 4.841 -0.566 -0.108
C14 -4.295 2.173 0.122
C15 1.133 -2.535 -2.832
C16 3.531 -2.667 -2.893
C17 -3.368 4.119 -0.927
C18 -1.903 0.496 2.503
C19 -3.158 -1.949 2.369
C20 3.610 -1.779 -1.788
H1 -1.018 2.058 -2.158
H2 0.272 2.477 -0.265
H3 -3.179 3.645 -1.891
H4 -2.446 4.106 -0.344
H5 5.758 -1.728 -1.630
H6 4.555 1.027 1.984
H7 2.260 -3.742 -4.202
H8 -4.854 -0.949 3.226
H9 5.770 -0.252 0.348
H10 -3.638 -2.912 2.269
H11 -3.686 1.244 3.407
H12 0.527 1.781 -3.008
H13 -0.904 -4.592 0.815
H14 3.102 0.164 2.498
H15 -3.715 5.143 -1.066
H16 0.117 3.412 -2.432
H17 2.949 1.605 1.508

Atomic forces in eV per Å
-0.1460 0.0161 -0.0261
0.0686 -0.0335 -0.0376
0.0006 0.0238 -0.3525
-0.0925 -0.1067 -0.1708
0.1376 0.0778 -0.2114
-0.2793 0.1521 0.3942
-0.0569 0.2068 0.0749
-0.1377 0.0713 -0.0131
-0.0162 -0.0079 0.0025
0.1645 0.0438 -0.0677
0.4927 -0.2740 -0.3031
-0.4247 0.2305 0.3776
-0.0785 0.3212 0.2636
-0.1755 -0.5347 -0.8218
0.3144 0.1400 0.1475
-0.1504 0.0377 0.1709
0.0959 -0.0475 -0.0586
0.0600 -0.6655 -0.0814
-0.3395 -0.0493 -0.0704
0.0079 0.0177 0.0500
0.0076 -0.1051 -0.1445
-0.4484 0.2834 0.2591
-0.0612 0.2127 -0.0288
0.0443 0.1064 0.1072
0.2751 0.2544 0.3718
-0.0011 -0.1139 -0.0290
-0.0321 0.0820 0.1129
0.0352 -0.1336 0.2326
0.3592 -0.2301 -0.2780
0.0901 0.1913 0.2317
-0.0120 0.0382 0.0229
0.3254 -0.1567 0.2037
-0.1503 -0.1260 0.0105
0.1336 -0.1149 -0.1320
0.0215 0.0082 -0.0123
0.0595 0.2954 -0.1088
-0.0156 -0.0096 -0.0065
-0.0038 0.0011 0.0163
-0.0100 -0.0033 0.0019
-0.0106 0.0038 -0.0052
-0.0098 0.0044 0.0035
0.0046 0.0010 0.0197
-0.0016 -0.0055 0.0054
-0.0140 0.0124 -0.0040
-0.0088 -0.0048 -0.0141
-0.0250 -0.0096 -0.0214
-0.0431 -0.0734 -0.0094
0.0136 -0.0196 -0.0046
0.0302 -0.0044 -0.0153
0.0071 -0.0001 -0.0155
-0.0047 -0.0042 -0.0365

Summary:
E_HOMO, eV: -4.2
Frontier orbital gap, eV: 6.32
Charge: -1